No. 1
Entry from the OMol25 dataset: an isolated molecule of C3H6FNO2S (ωB97M-V/def2-TZVPD).

Last column: Mulliken charge in e.
Cartesian coordinates (Å):
C 0.934 0.775 2.055  -0.607
C 0.763 1.098 0.794  -0.068
C 0.308 0.300 -0.323  0.044
N -2.610 0.936 0.325  -0.459
O -2.036 -1.352 -0.768  -0.551
O -1.663 -1.022 1.566  -0.616
F -0.015 1.094 -1.375  -0.261
S -1.626 -0.484 0.223  1.002
H 1.214 1.505 2.783  0.283
H 0.759 -0.290 2.380  0.196
H 0.972 2.204 0.467  0.193
H 0.858 -0.569 -0.629  0.371
H -3.142 1.241 -0.495  0.226
H -3.099 1.167 1.154  0.248

Calculated values
SMILES = C=C[C@H](F)S(N)(=O)=O
E_tot = -22343.56115 eV
Net charge = 0
Kohn-Sham gap = 0.36914 Ha

=====

No. 2
Entry from the OMol25 dataset: a cluster of 11 separate species, C20H56N2O10PS in total (ωB97M-V/def2-TZVPD).

Last column: Mulliken charge in e.
Cartesian coordinates (Å):
C -0.698 -2.214 4.349  -0.346
C -0.529 -1.759 3.114  -0.474
C -0.454 -1.831 1.486  -0.106
C 1.145 -2.136 1.282  -0.556
C 1.115 -3.702 1.797  -0.734
N -0.323 -4.232 1.714  0.100
C -1.005 -3.238 0.822  0.111
N -0.533 -3.104 -0.606  -0.443
C -0.509 -4.290 -1.201  0.395
S -0.132 -5.917 -1.451  -0.155
P -2.904 -3.215 0.660  0.327
C -3.640 -4.953 1.087  -0.980
C -3.714 -2.062 1.951  -0.681
C -3.849 -0.524 1.447  -0.136
H -0.764 -2.636 5.428  0.351
H -0.930 -0.953 0.922  0.164
H 1.626 -1.914 0.266  0.105
H 1.595 -1.460 2.120  0.494
H 1.690 -3.869 2.779  0.319
H 1.736 -4.247 0.971  0.325
H -0.141 -5.201 1.358  0.408
H -0.772 -4.456 2.637  0.460
H -2.965 -5.725 0.569  0.292
H -4.720 -4.924 0.652  0.376
H -3.642 -5.056 2.236  0.295
H -4.810 -2.453 2.062  0.420
H -3.255 -2.159 3.011  0.349
H -4.850 -0.362 0.873  0.293
H -3.910 0.171 2.381  0.127
H -2.971 -0.157 0.799  -0.073
C -5.307 2.450 3.923  -0.542
O -5.534 1.596 2.812  -0.468
H -5.212 1.840 4.823  0.222
H -4.384 3.015 3.771  0.234
H -6.149 3.136 4.038  0.268
H -5.613 2.161 2.030  0.286
C -1.576 1.439 -1.673  -0.479
O -2.111 0.327 -0.967  -0.423
H -2.322 2.234 -1.700  0.318
H -0.681 1.800 -1.161  0.080
H -1.328 1.140 -2.694  0.257
H -1.430 -0.360 -0.960  0.154
C 1.326 3.072 0.891  -0.759
O 1.222 3.700 -0.377  -0.488
H 0.383 2.567 1.115  0.234
H 2.135 2.336 0.871  0.286
H 1.524 3.823 1.657  0.450
H 2.068 4.138 -0.548  0.261
C -1.248 6.212 0.236  -0.463
O -1.782 5.102 0.940  -0.512
H -1.995 7.006 0.209  0.310
H -0.353 6.573 0.748  0.171
H -1.001 5.913 -0.785  0.214
H -1.099 4.415 0.948  0.269
C 4.659 -1.212 -0.057  -0.466
O 3.958 -0.295 -0.884  -0.418
H 5.484 -0.690 0.428  0.283
H 3.983 -1.608 0.706  0.113
H 5.054 -2.027 -0.667  0.303
H 3.234 -0.783 -1.301  0.254
C -2.839 -0.620 -4.998  -0.450
O -2.940 0.618 -5.681  -0.515
H -3.266 -0.510 -4.000  0.121
H -3.393 -1.388 -5.546  0.328
H -1.787 -0.907 -4.912  0.223
H -2.555 0.492 -6.560  0.303
C 0.590 -8.232 -5.021  -0.455
O 1.547 -8.467 -4.000  -0.484
H 0.313 -9.186 -5.472  0.223
H -0.300 -7.763 -4.592  0.192
H 1.021 -7.582 -5.787  0.251
H 1.774 -7.608 -3.619  0.278
C 2.843 3.538 4.773  -0.568
O 2.740 4.167 3.505  -0.423
H 1.901 3.034 4.994  0.218
H 3.651 2.802 4.753  0.262
H 3.041 4.289 5.541  0.248
H 3.586 4.605 3.334  0.265
C 2.642 7.297 -1.114  -0.488
O 3.759 6.480 -0.796  -0.527
H 2.077 7.493 -0.201  0.133
H 2.987 8.244 -1.535  0.324
H 2.002 6.778 -1.832  0.258
H 4.241 6.323 -1.621  0.306
C 5.717 0.980 -3.212  -0.368
O 5.831 0.976 -4.627  -0.529
H 6.683 1.247 -2.781  0.273
H 4.968 1.715 -2.906  0.186
H 5.428 -0.014 -2.864  0.147
H 4.965 0.737 -4.982  0.298

Calculated values
E_tot = -65208.16331 eV
Net charge = +1
Kohn-Sham gap = 0.25193 Ha

=====

No. 3
Entry from the OMol25 dataset: a cluster of 2 separate species, C4H5N3O3 in total (ωB97M-V/def2-TZVPD).

Last column: Mulliken charge in e.
Cartesian coordinates (Å):
C -0.334 -2.288 0.514  -0.570
C 0.013 -0.954 0.327  -0.097
C -1.377 -1.629 -1.217  -0.030
C 0.459 2.028 1.029  0.590
N -1.092 -2.682 -0.480  -0.567
N -0.740 -0.532 -0.730  0.268
N 1.470 2.174 0.416  -0.075
O -0.623 1.754 1.410  -0.460
O 2.742 2.576 0.754  -0.388
O -0.846 0.804 -1.057  -0.425
H 0.161 -3.008 1.135  0.381
H 0.683 -0.306 0.881  0.310
H -2.124 -1.755 -2.067  0.338
H -1.701 1.091 -0.808  0.348
H 3.308 2.727 -0.106  0.378

Calculated values
SMILES = On1ccnc1.O=C=NO
E_tot = -14836.62558 eV
Net charge = 0
Kohn-Sham gap = 0.32018 Ha

=====

No. 4
Entry from the OMol25 dataset: an isolated molecule of C19H20N4O (ωB97M-V/def2-TZVPD).

Last column: Mulliken charge in e.
Cartesian coordinates (Å):
N 2.072 5.342 -5.952  -0.515
O -1.583 -3.962 1.936  -0.697
C 1.995 4.612 -5.038  0.015
N 2.662 0.599 1.786  -0.710
C -1.782 -2.786 2.122  0.385
C 2.633 1.395 0.698  -0.439
C 1.820 -0.463 1.805  -0.618
C 2.402 2.409 -4.028  -0.921
C 1.464 4.211 -2.717  -0.854
C 2.414 1.581 -2.848  -0.199
C 1.384 3.339 -1.610  -0.254
C 1.927 3.734 -3.933  0.595
C 1.885 2.052 -1.636  -0.013
C 1.819 1.144 -0.416  0.542
C 0.998 -0.017 -0.413  0.610
C 1.028 -0.843 0.701  -0.552
N -2.891 -2.468 2.844  -0.120
N -0.905 -1.813 1.639  -0.031
C -3.834 -1.261 4.701  -1.190
C 0.235 -0.406 -1.659  -0.528
C -3.226 -1.128 3.308  -0.195
C 0.234 -2.091 0.765  -0.073
C -0.835 -1.483 -1.398  -0.876
C -0.260 -2.612 -0.604  -1.144
H 3.277 2.262 0.618  0.445
H 1.789 -1.101 2.682  0.481
H 2.794 1.964 -4.923  0.436
H 1.120 5.233 -2.645  0.426
H 2.898 0.649 -2.928  0.648
H 0.868 3.666 -0.739  0.518
H -3.510 -3.262 3.038  0.267
H -1.140 -0.855 1.864  0.326
H -4.732 -1.895 4.638  0.316
H -4.045 -0.223 5.129  0.330
H -3.109 -1.765 5.367  0.324
H 1.005 -0.752 -2.399  0.317
H -0.272 0.510 -2.110  0.365
H -2.319 -0.498 3.332  0.248
H -3.935 -0.668 2.607  0.214
H 0.863 -2.901 1.211  0.471
H -1.141 -1.922 -2.346  0.404
H -1.667 -1.043 -0.870  0.351
H -0.985 -3.420 -0.465  0.462
H 0.586 -3.064 -1.114  0.432

Calculated values
SMILES = CCNC(=O)N[C@H]1CCCc2c(-c3ccc(C#N)cc3)cncc21
E_tot = -28035.96687 eV
Net charge = 0
Kohn-Sham gap = 0.34701 Ha

=====

No. 5
Entry from the OMol25 dataset: a structure of composition C8H24BCa2F5O4 (ωB97M-V/def2-TZVPD).

Last column: Mulliken charge in e.
Cartesian coordinates (Å):
Ca 0.378 1.522 -0.970  1.277
Ca -0.104 1.750 1.740  0.690
B -1.927 2.019 -0.496  -0.360
F -1.110 1.787 -1.646  -0.290
F -2.042 3.328 -0.390  -0.276
F -3.127 1.352 -0.663  -0.246
F -1.268 1.535 0.572  0.726
F 0.404 0.360 0.546  -0.215
C 1.047 -3.656 0.709  -1.453
C 0.819 -2.179 1.043  0.056
O 0.159 -1.591 -0.035  -0.568
H 1.399 -4.104 1.638  0.443
H 1.869 -3.678 -0.006  0.346
H 0.207 -4.237 0.327  0.338
H 1.810 -1.760 1.219  0.155
H 0.262 -2.097 1.976  0.279
H 0.105 -0.689 0.289  0.026
C -3.178 -0.011 2.110  -0.996
C -1.645 -0.271 1.870  0.190
O -0.917 0.594 2.803  -0.515
H -3.192 1.062 1.917  0.230
H -3.443 -0.168 3.156  0.416
H -3.794 -0.616 1.444  0.350
H -1.502 -0.013 0.820  -0.106
H -1.315 -1.310 1.866  0.300
H -1.010 0.121 3.634  0.438
C -0.732 -0.370 -3.574  -1.476
C -0.744 -0.572 -2.038  0.270
O 0.418 -0.098 -1.477  -0.907
H -0.909 0.687 -3.774  0.360
H -1.685 -0.744 -3.950  0.424
H 0.114 -0.657 -4.199  0.345
H -1.227 -1.501 -1.738  0.497
H -1.470 0.117 -1.605  -0.101
H 0.649 -0.744 -0.805  1.022
C 3.312 2.534 0.087  -1.208
C 2.835 0.999 -0.087  0.135
O 1.985 1.009 -1.227  -0.442
H 2.691 3.236 -0.470  0.388
H 4.289 2.715 -0.360  0.348
H 3.255 2.785 1.146  0.389
H 2.236 0.665 0.761  -0.178
H 3.660 0.294 -0.194  0.481
H 2.440 0.596 -1.965  0.417

Calculated values
E_tot = -67989.10698 eV
Net charge = +2
Kohn-Sham gap = 0.33903 Ha